Record 1
The following is a DFT calculation (ωB97M-V with the def2-TZVPD basis set) of C3H6O6P as an isolated structure.

Each line ends with the Löwdin charge.
Geometry (Å):
C: 1.36861 -0.69574 0.29228  -0.25
C: 0.41706 -1.66354 -0.27276  -0.33
C: 0.07209 1.35337 -0.08101  -0.56
O: -2.27025 -0.67485 -1.54688  -0.34
O: -2.62362 0.18731 0.96066  -0.42
O: 1.27317 0.55918 -0.34305  -0.12
O: -0.76865 -1.47562 0.38416  -0.26
O: 0.01569 1.89145 1.18109  0.00
O: -0.12715 2.21477 -1.12116  -0.01
P: -1.76103 -0.29550 -0.22448  0.47
H: 1.06896 -0.49772 1.40158  0.15
H: 2.49600 -1.05720 0.21402  0.15
H: 0.35056 -1.67985 -1.42455  0.15
H: 0.78285 -2.70363 0.04995  0.13
H: -0.73290 1.47607 1.69040  0.10
H: 0.43861 3.06150 -1.16026  0.13

Force components x, y, z for each atom (eV/Å):
2.094 1.419 1.662
1.233 -2.916 -0.947
-2.497 -4.017 -1.045
-0.015 0.016 -0.681
1.467 -0.844 -1.953
0.094 1.776 -0.107
-2.348 0.247 -0.021
-0.081 -0.145 0.607
1.071 1.857 -0.249
0.801 2.822 3.526
0.838 -0.885 -1.555
-2.205 0.839 0.133
0.043 0.336 1.652
-0.398 1.064 -0.602
0.650 0.338 -1.117
-0.746 -1.908 0.697

Values from the calculation:
**Spin multiplicity**: 1
**Net charge**: -1
**Highest occupied orbital energy**: -0.140 hartree

***

Record 2
The following is a DFT calculation (ωB97M-V with the def2-TZVPD basis set) of C2H7NO2S2 as an isolated structure.

Each line ends with the Löwdin charge.
Geometry (Å):
C: -1.52033 -0.71952 -0.28693  -0.52
C: 0.42169 -0.54998 -0.19390  -0.46
N: 0.92862 -1.23970 0.90503  -0.02
O: 0.19433 2.13642 -0.86163  -0.48
O: 2.08541 1.42483 0.58098  -0.34
S: -2.44502 0.54426 0.56663  0.65
S: 0.45271 1.24842 0.27307  0.84
H: -1.92856 -1.67656 0.24604  0.07
H: -1.85878 -0.84084 -1.27258  0.01
H: 0.72170 -0.85880 -1.27849  0.14
H: 1.62602 -0.66652 1.41322  0.08
H: 1.27801 -2.11653 0.62773  0.07
H: 2.43677 1.89034 -0.25426  0.10
H: -2.39256 1.42417 -0.46490  -0.12

Force components x, y, z for each atom (eV/Å):
1.870 -1.746 2.477
-3.756 0.436 -2.373
0.374 1.176 0.858
-0.099 -0.476 -0.373
0.206 0.709 -1.883
-0.270 0.566 -0.629
0.681 -0.044 0.524
1.617 1.392 -0.740
-0.031 0.210 -1.543
-0.223 0.804 1.957
-0.373 -0.870 -0.405
0.659 -1.116 0.052
-0.545 -1.004 1.577
-0.111 -0.035 0.501

Values from the calculation:
**Spin multiplicity**: 1
**Highest occupied orbital energy**: -0.307 hartree

***

Record 3
The following is a DFT calculation (ωB97M-V with the def2-TZVPD basis set) of C30H39BrN2O2P2Sr as an isolated structure.

Each line ends with the Löwdin charge.
Geometry (Å):
Sr: -1.14543 0.24673 -0.10415  1.53
C: 4.81153 0.28953 2.86904  -0.11
C: 4.15889 -0.11069 1.54784  -0.53
C: 4.63656 -1.50137 1.11369  -0.14
P: 2.27955 -0.07214 1.39949  1.13
C: 1.51515 -0.25905 3.11009  -0.55
C: 1.86081 -1.65430 3.64097  -0.13
C: 1.70425 0.80271 4.18961  -0.11
C: 2.01809 1.70593 0.99513  -0.29
C: 2.45208 2.80108 1.73897  -0.09
C: 2.14186 4.09613 1.34907  -0.09
C: 1.39068 4.31275 0.20322  -0.08
C: 0.98254 3.24309 -0.57552  -0.03
C: 1.29974 1.93465 -0.20405  -0.39
N: 0.86386 0.83650 -0.95806  -0.27
C: 1.76917 0.14447 -1.69701  -0.37
C: 2.99952 0.71923 -2.10768  -0.03
C: 3.90086 0.03004 -2.88605  -0.09
C: 3.64665 -1.28247 -3.27779  -0.11
C: 2.46218 -1.87308 -2.88338  -0.12
C: 1.51090 -1.19755 -2.11342  -0.32
P: -0.08066 -1.93827 -1.66049  1.01
C: -0.78572 -2.76230 -3.18248  -0.56
C: -0.00431 -3.91658 -3.81355  -0.12
C: -1.09722 -1.68866 -4.22590  -0.13
C: 0.19144 -3.41961 -0.53583  -0.53
C: 1.65592 -3.77338 -0.29872  -0.11
C: -0.52054 -3.14957 0.79510  -0.14
H: 5.89843 0.24419 2.76017  0.08
H: 4.55459 1.30441 3.16872  0.05
H: 4.53509 -0.39360 3.67257  0.06
H: 4.46911 0.60222 0.77815  0.10
H: 4.28113 -2.26952 1.80575  0.07
H: 4.27118 -1.73849 0.11282  0.05
H: 5.72890 -1.54456 1.09653  0.08
H: 0.44603 -0.25975 2.85337  0.08
H: 2.86940 -1.67156 4.05638  0.06
H: 1.16943 -1.94237 4.43572  0.08
H: 1.80767 -2.40810 2.85198  0.05
H: 2.74570 0.89429 4.49748  0.06
H: 1.34530 1.77479 3.85669  0.06
H: 1.12218 0.51953 5.07157  0.08
H: 3.03610 2.65633 2.63728  0.08
H: 2.47319 4.93663 1.94565  0.10
H: 1.13527 5.32255 -0.09406  0.10
H: 0.42260 3.39862 -1.48995  0.11
H: 3.21339 1.73739 -1.80623  0.11
H: 4.81854 0.51466 -3.19897  0.10
H: 4.36034 -1.83070 -3.87867  0.09
H: 2.28101 -2.90054 -3.16339  0.08
H: -1.73037 -3.16514 -2.79912  0.10
H: 0.77948 -3.54012 -4.46903  0.07
H: 0.44514 -4.57671 -3.07026  0.06
H: -0.67897 -4.51905 -4.42621  0.08
H: -0.17299 -1.21490 -4.56215  0.08
H: -1.59318 -2.12840 -5.09352  0.08
H: -1.74832 -0.91432 -3.81484  0.06
H: -0.31224 -4.25668 -1.02723  0.10
H: 2.19632 -2.90075 0.06690  0.04
H: 1.72995 -4.56949 0.44747  0.08
H: 2.14523 -4.11812 -1.20976  0.07
H: -0.06246 -2.29437 1.30156  0.04
H: -1.58257 -2.93705 0.64363  0.07
H: -0.44216 -4.01500 1.45615  0.08
Br: -5.38771 5.34621 3.69924  0.74
C: -4.99168 3.50408 3.49984  -0.66
C: -5.76984 2.55702 4.15137  -0.18
N: -5.52524 1.25663 4.05517  0.07
C: -4.50759 0.85663 3.30053  -0.07
C: -3.69507 1.73560 2.59515  -0.11
C: -3.94267 3.09750 2.70005  -0.05
C: -2.62323 1.22856 1.66990  -0.66
O: -2.26755 1.97569 0.72116  -0.20
O: -2.16463 0.06811 1.85592  -0.22
H: -6.61227 2.85324 4.76512  0.10
H: -4.32751 -0.21099 3.25905  0.12
H: -3.32158 3.80539 2.16845  0.12

Force components x, y, z for each atom (eV/Å):
0.605 -1.308 -1.975
-0.010 0.043 -0.113
-0.149 -0.248 0.033
0.016 0.105 -0.011
0.281 0.197 0.488
0.174 0.059 -0.151
-0.052 0.048 -0.060
-0.078 -0.075 -0.015
-0.241 -0.109 -0.171
0.001 0.057 -0.041
0.016 0.048 0.050
-0.021 0.045 -0.047
-0.020 -0.044 0.052
0.362 -0.029 0.042
0.870 0.332 -0.761
0.253 -0.027 -0.295
-0.069 -0.023 0.169
0.028 -0.084 0.010
0.098 -0.027 -0.074
-0.026 0.039 0.089
0.097 0.065 -0.116
0.171 -0.976 -0.670
0.163 0.184 0.051
-0.095 0.040 0.039
-0.028 -0.087 0.092
0.103 0.183 0.060
-0.106 -0.081 -0.036
0.028 0.010 -0.193
0.003 0.000 0.025
0.013 -0.026 0.039
0.014 0.036 0.018
-0.031 0.011 -0.023
0.005 -0.026 -0.029
-0.001 -0.040 0.019
-0.005 -0.006 0.015
0.002 -0.040 0.028
-0.001 -0.041 -0.008
0.017 -0.003 0.010
-0.001 -0.038 0.031
-0.024 0.024 0.000
0.018 0.022 0.042
0.016 0.024 0.013
-0.035 -0.025 0.009
0.019 -0.017 0.003
0.006 -0.005 0.006
0.013 0.011 -0.001
0.006 0.008 -0.022
-0.003 0.016 0.032
-0.006 0.002 0.016
-0.017 -0.005 -0.022
-0.014 0.015 0.011
0.034 -0.016 0.008
0.018 -0.018 -0.024
0.022 -0.002 -0.019
-0.017 0.026 -0.022
0.001 0.021 -0.009
0.001 0.028 -0.056
-0.009 -0.003 -0.013
0.059 0.005 0.027
0.013 0.007 -0.009
0.028 0.024 0.020
0.006 -0.029 0.079
-0.005 -0.005 0.055
-0.009 0.036 0.056
0.014 -0.106 0.003
-0.010 0.130 0.008
0.079 0.001 -0.053
-0.116 -0.111 0.073
0.115 0.011 0.084
-0.022 -0.024 -0.095
0.012 -0.014 -0.017
-0.933 0.550 1.052
-0.898 1.378 0.616
-0.782 -0.195 1.701
0.029 0.050 0.002
0.036 0.027 -0.078
-0.038 -0.005 -0.047

Values from the calculation:
**Spin multiplicity**: 1
**Highest occupied orbital energy**: -0.258 hartree

***

Listing LUMO level for the structures above in their given order: 3.67; 0.63; -0.08 eV.
Listing ΔE to the lowest compared entry with this formula, charge and spin for the structures above in their given order: 37.97; 78.76; 22.17 kcal/mol.
Listing frontier orbital gap for the structures above in their given order: 7.47; 8.99; 6.93 eV.